This record from the OMol25 dataset describes an isolated ion of composition C6H12N and charge +1 at a distorted geometry. The level of theory is wB97M-V/def2-TZVPD.

Atoms and positions in Å:
C: 0.92 2.26 -2.07
N: 1.09 1.54 -1.03
C: 0.24 0.46 -0.57
C: -0.41 -0.23 -1.49
C: 0.25 0.22 0.89
C: 0.11 -1.25 1.28
C: -1.28 -1.75 1.72
H: 1.64 3.04 -2.30
H: 0.06 2.19 -2.71
H: 1.81 1.87 -0.39
H: -0.38 -0.01 -2.56
H: -1.13 -1.01 -1.31
H: -0.53 0.82 1.37
H: 1.13 0.65 1.37
H: 0.96 -1.52 1.92
H: 0.44 -1.87 0.45
H: -2.00 -0.95 1.51
H: -1.60 -2.60 1.13
H: -1.32 -1.84 2.78

Energy relative to the best compared isomer or geometry (same formula, charge and spin): 170.4 kJ/mol
Energy: -7898.29552 eV
SMILES string: C=[NH+]C(=C)CCC
Charge: +1
Gap between HOMO and LUMO: 0.3261 Ha
F_max: 1.93 eV/A

---

This record from the OMol25 dataset describes C11H10IrN7OS as an isolated structure at a distorted geometry. The level of theory is wB97M-V/def2-TZVPD.

Atoms and positions in Å:
Ir: -1.17 -1.06 -0.23
C: 2.93 0.07 -0.74
C: 1.45 -0.06 -0.67
N: 0.79 -1.15 -0.51
N: 1.43 -2.36 -0.42
C: 0.69 -3.46 -0.49
N: 1.26 -4.64 -0.51
S: -1.02 -3.33 -0.60
C: 0.57 1.11 -0.79
C: 0.97 2.42 -0.66
C: 0.01 3.42 -0.80
C: -1.28 3.08 -1.14
C: -1.61 1.74 -1.27
N: -0.71 0.77 -1.07
H: 3.43 -0.85 -1.03
H: 3.32 0.39 0.23
H: 3.20 0.84 -1.47
H: 2.44 -2.39 -0.32
H: 2.26 -4.78 -0.45
H: 0.68 -5.47 -0.57
H: 2.00 2.66 -0.42
H: 0.29 4.46 -0.65
H: -2.04 3.84 -1.29
H: -2.61 1.42 -1.55
O: -0.53 -0.03 1.67
N: -1.23 0.54 2.57
C: -2.52 0.57 2.67
C: -3.15 -0.16 1.61
N: -2.97 -0.78 0.66
C: -3.18 1.29 3.71
N: -3.70 1.90 4.53

Energy relative to the best compared isomer or geometry (same formula, charge and spin): 0.0 kJ/mol
Energy: -37701.60293 eV
Charge: +2
Gap between HOMO and LUMO (alpha / beta): 0.2419 / 0.2393 Ha
F_max: 2.42 eV/A

---

This record from the OMol25 dataset describes one molecule with the formula C8H13NO4S at a distorted geometry. The level of theory is wB97M-V/def2-TZVPD.

Atoms and positions in Å:
C: -2.41 0.43 1.76
C: -0.94 0.68 1.69
O: -0.39 0.85 2.76
N: -0.50 0.79 0.46
C: 0.15 0.25 -0.45
C: 0.37 0.89 -1.89
C: 0.76 2.35 -1.70
S: 1.66 -0.10 -2.61
O: 2.92 0.52 -2.21
O: 1.26 -0.47 -3.93
O: 1.37 -1.37 -1.77
C: 0.86 -1.10 -0.38
C: -0.08 -2.25 -0.01
C: 2.09 -0.90 0.59
H: -2.75 0.62 2.76
H: -2.87 0.94 0.96
H: -2.59 -0.63 1.68
H: -0.67 0.91 -2.41
H: 1.58 2.51 -0.94
H: -0.01 3.01 -1.37
H: 1.08 2.50 -2.64
H: 0.24 -2.85 0.83
H: -0.28 -2.97 -0.75
H: -1.07 -1.82 0.23
H: 2.79 -1.77 0.62
H: 1.85 -0.54 1.59
H: 2.67 -0.09 0.07

Energy relative to the best compared isomer or geometry (same formula, charge and spin): 0.0 kJ/mol
Energy: -29020.14037 eV
SMILES string: CC(=O)/N=C1/[C@@H](C)S(=O)(=O)OC1(C)C
Charge: 0
Gap between HOMO and LUMO: 0.3730 Ha
F_max: 4.12 eV/A

---

This record from the OMol25 dataset describes C35H45ClEuN5O6 as an isolated structure at a distorted geometry. The level of theory is wB97M-V/def2-TZVPD.

Atoms and positions in Å:
O: 0.32 -1.30 -4.82
C: -0.72 -0.65 -4.91
C: -0.66 0.83 -5.07
C: -0.38 1.72 -4.05
H: -0.27 1.36 -3.03
C: -0.26 3.09 -4.35
H: -0.07 3.80 -3.54
C: -0.36 3.50 -5.68
H: -0.25 4.56 -5.94
C: -0.56 2.56 -6.71
H: -0.62 2.86 -7.76
C: -0.68 1.21 -6.41
H: -0.83 0.43 -7.15
H: -1.71 -1.07 -5.32
C: -2.54 -2.22 -3.40
C: -2.04 -0.85 -3.11
H: -3.37 -2.24 -4.15
H: -2.99 -2.68 -2.48
H: -1.73 -2.89 -3.73
C: -2.74 0.24 -2.78
C: -4.25 0.25 -2.65
H: -2.28 1.19 -2.54
H: -4.74 0.60 -3.58
H: -4.57 0.88 -1.82
H: -4.58 -0.78 -2.40
Eu: -1.87 -0.86 -0.34
Cl: -3.50 1.27 0.41
C: -2.99 -1.05 2.46
O: -2.63 -1.90 1.61
N: -2.48 -0.97 3.69
C: -1.75 -2.09 4.26
C: -2.90 0.11 4.56
H: -3.76 -0.32 2.20
H: -1.22 -2.60 3.45
H: -2.43 -2.79 4.76
H: -1.05 -1.71 5.00
H: -3.23 0.94 3.92
H: -2.07 0.44 5.19
H: -3.72 -0.20 5.23
H: 3.88 0.95 -3.35
H: 4.37 0.56 -0.82
C: 2.81 0.91 -3.11
C: 3.29 0.65 -0.68
N: 2.59 0.19 -1.87
H: 2.22 0.43 -3.90
C: 1.73 -0.83 -1.81
O: 1.34 -1.38 -0.76
H: 2.96 0.09 0.20
H: 1.38 -1.14 -2.82
H: 2.43 1.94 -3.01
H: 3.03 1.71 -0.51
H: -0.70 -6.54 -0.37
H: 1.49 -6.17 -1.86
C: -1.21 -5.87 -1.06
C: 0.81 -5.56 -2.48
N: -0.25 -4.97 -1.67
H: -1.95 -5.25 -0.53
C: -0.32 -3.67 -1.40
O: -1.12 -3.15 -0.57
H: 1.40 -4.77 -2.96
H: 0.38 -3.06 -1.99
H: -1.70 -6.46 -1.84
H: 0.40 -6.21 -3.26
O: -0.35 1.75 -0.55
C: -0.02 1.45 0.61
N: 0.70 2.25 1.49
C: 1.12 1.54 2.65
C: 0.49 0.13 2.34
O: 0.67 -0.92 2.96
N: -0.29 0.26 1.23
C: 2.66 1.56 2.76
C: 3.34 0.49 3.33
C: 4.73 0.51 3.46
C: 5.45 1.61 3.01
C: 4.78 2.70 2.44
C: 3.39 2.69 2.34
C: 0.50 2.05 3.97
C: -0.09 3.31 4.09
C: -0.63 3.70 5.33
C: -0.58 2.85 6.43
C: 0.00 1.59 6.31
C: 0.56 1.21 5.08
H: 1.07 3.12 1.13
H: 2.76 -0.37 3.67
H: 5.23 -0.34 3.92
H: 6.54 1.64 3.11
H: 5.33 3.58 2.11
H: 2.89 3.59 1.96
H: -0.14 3.99 3.24
H: -1.06 4.68 5.43
H: -0.96 3.17 7.41
H: 0.05 0.89 7.16
H: 1.04 0.22 4.99

Energy: -88615.96244 eV
Multiplicity: 8
Charge: -1
Gap between HOMO and LUMO (alpha / beta): 0.2044 / 0.2173 Ha
F_max: 2.99 eV/A

---

This record from the OMol25 dataset describes a 2-piece molecular cluster, C27H29N2O5S4 overall at a distorted geometry. The level of theory is wB97M-V/def2-TZVPD.

Atoms and positions in Å:
C: 1.41 -2.78 1.12
C: 0.50 -1.80 1.87
N: -0.68 -1.38 1.08
C: -1.58 -0.48 1.71
S: -0.94 0.79 2.61
S: -3.27 -0.62 1.57
C: -1.28 -2.32 0.13
C: -0.21 -3.16 -0.57
O: 0.70 -3.75 0.36
H: 2.07 -2.18 0.47
H: 2.01 -3.39 1.80
H: 0.21 -2.26 2.85
H: 1.07 -0.89 2.11
H: -2.03 -2.97 0.62
H: -1.82 -1.71 -0.62
H: -0.65 -4.02 -1.09
H: 0.32 -2.51 -1.30
C: -1.49 -1.83 9.21
N: -2.34 -2.18 8.10
C: -2.62 -3.61 7.99
C: -2.79 -1.28 7.17
C: -3.29 -1.75 5.93
C: -3.78 -0.87 5.00
C: -3.86 0.51 5.27
C: -4.53 1.42 4.37
C: -5.84 1.35 4.01
S: -6.58 2.72 3.15
C: -5.29 3.23 2.04
C: -4.44 4.29 2.38
C: -3.38 4.61 1.53
C: -3.18 3.88 0.36
C: -4.07 2.87 0.00
C: -5.15 2.56 0.83
O: -7.62 2.19 2.30
O: -6.83 3.79 4.08
S: -6.84 -0.13 4.41
C: -8.58 0.27 4.14
C: -9.26 -0.30 3.07
C: -10.63 -0.05 2.91
C: -11.30 0.76 3.82
C: -10.61 1.33 4.89
C: -9.25 1.08 5.06
O: -6.46 -1.10 3.39
O: -6.71 -0.42 5.82
C: -3.27 0.99 6.46
C: -2.76 0.12 7.41
H: -1.29 -0.76 9.24
H: -1.97 -2.11 10.16
H: -0.54 -2.38 9.14
H: -3.62 -3.80 7.56
H: -1.87 -4.11 7.36
H: -2.58 -4.06 8.99
H: -3.33 -2.82 5.73
H: -4.05 -1.23 4.01
H: -4.01 2.32 4.04
H: -4.61 4.83 3.31
H: -2.72 5.43 1.81
H: -2.34 4.11 -0.29
H: -3.95 2.31 -0.93
H: -5.87 1.79 0.55
H: -8.72 -0.93 2.37
H: -11.15 -0.50 2.06
H: -12.37 0.96 3.69
H: -11.12 1.98 5.61
H: -8.69 1.51 5.89
H: -3.29 2.06 6.64
H: -2.36 0.52 8.34

Energy: -85027.10734 eV
Charge: -1
Gap between HOMO and LUMO: 0.2224 Ha
F_max: 1.62 eV/A

---

This record from the OMol25 dataset describes C18H27N2O5P2ReS as an isolated structure at a distorted geometry. The level of theory is wB97M-V/def2-TZVPD.

Atoms and positions in Å:
Re: -0.88 -0.13 0.22
P: -0.71 2.08 0.61
C: -2.40 2.46 -0.06
C: -2.64 1.73 -1.37
N: -1.95 0.57 -1.54
C: -2.22 -0.25 -2.58
C: -3.04 0.18 -3.61
C: -3.72 1.38 -3.49
C: -3.55 2.14 -2.33
C: -1.60 -1.63 -2.63
P: -1.05 -2.32 -1.03
H: -4.07 3.08 -2.15
H: -3.14 -0.49 -4.47
H: -4.38 1.72 -4.28
H: -2.35 -2.34 -3.02
H: -0.73 -1.65 -3.31
H: -3.08 2.06 0.75
H: -2.47 3.55 -0.22
H: -2.98 -3.59 4.73
O: -2.43 0.03 1.33
H: -3.36 -0.26 1.32
H: -0.35 -1.80 0.24
O: -2.04 -3.62 4.56
H: -1.89 -2.64 4.36
C: -2.31 -3.49 -0.46
H: -2.35 -4.34 -1.16
H: -2.07 -3.86 0.55
H: -3.30 -2.99 -0.43
C: 0.45 -3.30 -1.35
H: 0.95 -3.44 -0.38
H: 0.19 -4.28 -1.78
H: 1.12 -2.74 -2.02
C: 0.47 3.09 -0.30
H: 0.03 4.08 -0.48
H: 1.39 3.14 0.31
H: 0.67 2.57 -1.25
C: -0.65 2.55 2.37
H: 0.19 1.97 2.81
H: -0.43 3.63 2.45
H: -1.60 2.28 2.86
O: 3.89 1.64 3.98
S: 3.31 1.75 2.68
O: 3.14 3.09 2.10
N: 1.90 0.90 2.50
C: 1.95 0.05 1.49
O: 0.88 -0.34 0.88
C: 3.30 -0.23 0.98
C: 3.74 -1.07 -0.06
C: 5.06 -0.93 -0.49
C: 5.92 0.03 0.07
C: 5.47 0.88 1.09
C: 4.16 0.72 1.52
H: 3.05 -1.80 -0.49
H: 5.44 -1.58 -1.29
H: 6.94 0.13 -0.29
H: 6.11 1.62 1.58

Energy relative to the best compared isomer or geometry (same formula, charge and spin): 0.0 kJ/mol
Energy: -63833.84577 eV
Multiplicity: 4
Charge: +3
Gap between HOMO and LUMO (alpha / beta): 0.2599 / 0.1467 Ha
F_max: 3.38 eV/A